{
  "formula": "C4H8NS",
  "method": "ωB97M-V with the def2-TZVPD basis set",
  "elements": ["C", "C", "C", "C", "N", "S", "H", "H", "H", "H", "H", "H", "H", "H"],
  "coordinates": [[-0.4887, 0.3351, 0.5212], [0.9723, -1.6090, 1.0261], [0.9676, -1.4760, -0.4718], [-1.0166, 1.2267, -0.5536], [0.1325, -0.7461, 0.3126], [-0.1719, 2.8036, -0.3945], [-0.9965, 0.4176, 1.4535], [0.5999, -2.5329, 1.3427], [1.7202, -1.0135, 1.4309], [1.7690, -0.9592, -1.1004], [0.5849, -2.2557, -1.1215], [-0.7800, 0.7625, -1.4781], [-2.1354, 1.3204, -0.5250], [-1.1572, 3.7264, -0.4422]],
  "mulliken_charge": [-0.47, -0.57, -0.35, -0.34, -0.01, 0.24, 0.42, 0.29, 0.34, 0.23, 0.23, 0.34, 0.37, 0.28],
  "homo_energy_ev": [-10.327, -14.899],
  "homo_lumo_gap_ev": [6.7, 6.2],
  "charge": 1,
  "lumo_ev": [-3.58, -8.70],
  "mol_weight_da": 102.18,
  "e_above_lowest_kj_mol": 225.6,
  "multiplicity": 3
}